No. 1
A cluster of 2 separate species, C3H6O3 in total. Source: the OMol25 dataset; level of theory: ωB97M-V with the def2-TZVPD basis set.

Summary:
SMILES string: C=CO.O=CO
Kohn-Sham gap: 0.3484 hartree
energy relative to the best compared isomer or geometry (same formula, charge and spin): 46.9 kcal/mol
spin multiplicity: 1
energy: -9349.2841 eV
F_max: 0.0773 hartree/bohr

```
12
Properties=species:S:1:pos:R:3:lowdin_charge:R:1
C 2.63 0.83 -0.83 0.0144
C 1.32 0.46 -0.70 -0.2410
O 0.74 -0.70 -1.24 -0.0332
H 2.80 1.68 -0.21 0.0378
H 3.33 0.10 -1.15 0.0437
H 0.61 1.01 -0.10 0.0872
H 0.03 -1.06 -0.74 0.0251
O -1.84 -1.12 -0.14 0.0520
C -2.51 -0.80 0.85 -0.3010
O -2.16 0.11 1.80 0.1015
H -3.59 -0.94 1.02 0.1474
H -1.37 0.42 1.44 0.0659
```

***

No. 2
The molecule C3H10Si2. Source: the OMol25 dataset; level of theory: ωB97M-V with the def2-TZVPD basis set.

Summary:
SMILES string: CC=C([SiH3])[SiH3]
Kohn-Sham gap: 0.3729 hartree
energy relative to the best compared isomer or geometry (same formula, charge and spin): 16.5 kcal/mol
spin multiplicity: 1
energy: -19025.9916 eV
F_max: 0.0590 hartree/bohr

```
15
Properties=species:S:1:pos:R:3:lowdin_charge:R:1
C -0.72 0.80 0.43 -0.2585
C -0.22 -0.41 0.08 -0.6288
C 0.06 2.01 0.74 -0.1225
Si -1.27 -1.89 -0.23 0.5747
Si 1.56 -0.58 -0.54 0.5939
H -1.79 0.80 0.48 0.0694
H 0.63 2.42 -0.09 0.0738
H -0.47 2.81 1.09 0.0317
H 0.81 1.87 1.53 0.0904
H -1.17 -1.89 -1.86 -0.0199
H -2.61 -1.50 0.12 -0.0883
H -0.68 -2.94 0.60 -0.0706
H 1.70 0.57 -1.42 -0.0747
H 2.51 -0.26 0.43 -0.1024
H 1.66 -1.80 -1.37 -0.0683
```

***

No. 3
The molecule C22H22N2O4. Source: the OMol25 dataset; level of theory: ωB97M-V with the def2-TZVPD basis set.

Summary:
SMILES string: COc1ccccc1NC(=O)Cn1c(CCC(=O)O)ccc1-c1ccccc1
Kohn-Sham gap: 0.3083 hartree
energy relative to the best compared isomer or geometry (same formula, charge and spin): 16.0 kcal/mol
spin multiplicity: 1
energy: -34342.4951 eV
F_max: 0.0128 hartree/bohr

```
50
Properties=species:S:1:pos:R:3:lowdin_charge:R:1
C -1.93 -0.07 -2.80 -0.0775
H -1.29 0.75 -3.11 0.0974
O -1.44 -0.48 -1.55 -0.1024
C -2.08 -1.50 -0.89 -0.2122
C -3.17 -2.21 -1.38 -0.0212
C -3.74 -3.21 -0.61 -0.0898
C -3.23 -3.51 0.64 -0.0867
C -2.15 -2.80 1.14 -0.0032
C -1.57 -1.80 0.38 -0.1486
N -0.48 -1.03 0.80 0.1515
C 0.07 -0.93 2.03 -0.4464
O -0.23 -1.58 3.01 0.0786
C 1.19 0.13 2.09 -0.0307
N 1.17 1.08 1.01 -0.0234
C 0.29 2.13 0.89 -0.2263
C 0.67 2.87 -0.20 -0.0220
C 1.80 2.27 -0.76 -0.0212
C 2.10 1.15 0.00 -0.1989
C 3.18 0.20 -0.21 -0.1673
C 2.99 -1.18 -0.15 -0.0383
C 4.04 -2.05 -0.38 -0.0778
C 5.30 -1.55 -0.69 -0.0912
C 5.50 -0.18 -0.77 -0.0817
C 4.45 0.68 -0.54 -0.0285
H 4.60 1.75 -0.59 0.1138
H 6.47 0.21 -1.01 0.1027
H 6.12 -2.23 -0.86 0.1004
H 3.88 -3.11 -0.33 0.1047
H 2.01 -1.59 0.05 0.1036
H 2.33 2.59 -1.63 0.1064
H 0.17 3.76 -0.55 0.1056
C -0.87 2.34 1.80 -0.0948
H -0.77 1.74 2.71 0.1119
H -0.92 3.39 2.08 0.1259
C -2.20 1.98 1.12 -0.0707
C -2.61 3.01 0.11 -0.5355
O -2.43 4.20 0.19 0.1087
O -3.25 2.46 -0.94 0.1051
H -3.52 3.15 -1.56 0.1329
H -2.16 1.01 0.63 0.1024
H -2.99 1.94 1.87 0.1371
H 2.15 -0.39 2.08 0.1349
H 1.11 0.64 3.05 0.1400
H -0.15 -0.39 0.08 0.1308
H -1.75 -3.02 2.12 0.1042
H -3.68 -4.29 1.24 0.1023
H -4.58 -3.76 -1.00 0.1020
H -3.58 -1.99 -2.35 0.1048
H -1.88 -0.87 -3.54 0.0980
H -2.96 0.29 -2.72 0.0907
```

***

No. 4
The molecule C4H8FN3. Source: the OMol25 dataset; level of theory: ωB97M-V with the def2-TZVPD basis set.

Summary:
SMILES string: C=NN[C@@H]1[C@H](N)[C@@H]1F
Kohn-Sham gap: 0.3435 hartree
energy relative to the best compared isomer or geometry (same formula, charge and spin): 42.9 kcal/mol
spin multiplicity: 1
energy: -11462.9418 eV
F_max: 0.0171 hartree/bohr

```
16
Properties=species:S:1:pos:R:3:lowdin_charge:R:1
C 0.35 1.11 1.18 -0.2539
C 1.41 0.69 0.19 -0.2397
C 0.54 -0.35 0.82 -0.2166
C -0.81 -2.17 -1.82 -0.0745
H -0.57 2.65 0.23 0.0801
H -1.50 1.89 1.34 0.0736
H 0.72 1.41 2.17 0.1357
H 2.45 0.78 0.45 0.1400
H 1.00 -1.03 1.56 0.1436
H -1.12 -0.26 -0.35 0.0998
H -0.49 -2.97 -2.51 0.0641
H -1.77 -1.64 -2.01 0.0730
N -0.81 1.77 0.63 0.0583
N -0.51 -0.96 0.06 -0.0503
N -0.07 -1.91 -0.82 -0.0544
F 1.18 0.99 -1.12 0.0211
```

***

No. 5
A structure of composition C46H58NO11PtS. Source: the OMol25 dataset; level of theory: ωB97M-V with the def2-TZVPD basis set.

Summary:
charge: -1
Kohn-Sham gap (alpha / beta): 0.2209 / 0.2039 hartree
spin multiplicity: 5
expectation value of S²: 6.03
energy: -86727.7563 eV
F_max: 0.0647 hartree/bohr

```
118
Properties=species:S:1:pos:R:3:mulliken_spin:R:1
Pt 1.38 -0.19 0.50 1.8309
C 2.21 -4.59 2.21 -0.0003
O 1.96 -3.52 1.29 -0.0011
C 0.63 -3.21 1.07 -0.0368
C -0.24 -2.77 2.07 0.0594
C 0.23 -2.12 3.32 0.0039
C -0.20 -0.66 3.54 0.0887
C 0.07 -0.01 4.68 0.0620
C 0.23 1.41 4.78 0.1686
C -0.48 2.16 3.77 0.0902
C -1.08 1.53 2.74 0.1163
C -2.03 2.19 1.76 0.0151
C -1.51 2.46 0.38 0.0165
C -0.67 3.51 0.19 -0.0032
C -0.06 3.73 -1.07 0.0213
C -0.19 2.70 -2.00 -0.0179
C -1.14 1.70 -1.91 0.0165
C -1.34 0.77 -3.10 0.0170
C -0.08 -0.03 -3.36 0.0354
C 0.53 -0.11 -4.60 -0.0401
C 1.38 -1.17 -4.94 0.0543
C 1.61 -2.11 -3.91 -0.0266
C 1.10 -2.04 -2.61 0.0475
C 1.28 -3.12 -1.50 0.0179
C 0.21 -3.29 -0.31 0.0595
C -1.11 -3.70 -0.47 -0.0295
C -1.96 -3.82 0.69 0.0063
C -1.55 -3.12 1.82 -0.0196
C -3.21 -4.70 0.65 0.0002
C -3.82 -4.66 2.04 0.0001
C -2.82 -6.19 0.42 0.0005
C -4.25 -4.30 -0.44 0.0007
C 0.48 -0.84 -2.33 0.0787
O 0.25 -0.43 -1.03 0.3971
C 1.94 -1.22 -6.38 -0.0007
C 2.90 -2.36 -6.66 0.0020
C 2.68 0.10 -6.70 0.0067
C 0.72 -1.26 -7.37 0.0051
C -1.91 1.71 -0.78 -0.0070
O -3.07 0.96 -0.73 0.0018
C -4.25 1.56 -1.32 0.0004
C 0.53 5.05 -1.52 -0.0022
C -0.21 6.18 -0.76 0.0003
C 0.42 5.27 -3.04 0.0002
C 1.97 5.04 -1.02 -0.0003
C -0.62 0.20 2.46 0.1849
O -0.52 -0.13 1.22 0.1611
C 0.53 2.01 6.18 0.0004
C 1.33 1.03 7.06 0.0111
C -0.86 2.15 6.85 0.0140
C 1.15 3.39 6.15 0.0061
H 1.68 -5.51 1.88 -0.0002
H 2.08 -4.32 3.27 -0.0001
H 3.31 -4.77 2.09 0.0003
H 1.33 -2.19 3.44 -0.0044
H -0.18 -2.72 4.16 0.0005
H 0.35 -0.61 5.49 0.0074
H -0.47 3.24 3.77 -0.0086
H -2.42 3.17 2.14 0.0017
H -2.88 1.53 1.65 0.0033
H -0.39 4.15 1.03 0.0018
H 0.34 2.71 -2.91 -0.0046
H -1.66 1.31 -3.99 0.0008
H -2.08 0.04 -2.89 -0.0009
H 0.27 0.66 -5.36 0.0002
H 2.16 -3.02 -4.18 0.0006
H 2.28 -3.04 -1.06 -0.0010
H 1.31 -4.09 -2.00 0.0009
H -1.51 -4.00 -1.41 -0.0010
H -2.29 -2.91 2.58 -0.0013
H -3.03 -4.85 2.82 0.0000
H -4.63 -5.42 2.09 0.0000
H -4.25 -3.70 2.30 0.0000
H -2.22 -6.60 1.33 0.0001
H -2.18 -6.36 -0.48 0.0001
H -3.74 -6.83 0.32 -0.0001
H -4.44 -3.21 -0.38 -0.0001
H -5.19 -4.88 -0.28 0.0000
H -3.92 -4.55 -1.47 0.0000
H 3.81 -2.39 -6.03 -0.0007
H 3.23 -2.29 -7.72 0.0001
H 2.33 -3.31 -6.60 0.0000
H 3.33 0.45 -5.86 -0.0001
H 1.92 0.86 -7.00 -0.0001
H 3.37 -0.02 -7.60 0.0000
H 0.20 -2.26 -7.34 0.0002
H 1.14 -1.21 -8.37 0.0006
H -0.04 -0.50 -7.19 -0.0008
H -4.34 2.63 -1.07 -0.0002
H -5.18 0.99 -1.02 0.0000
H -4.23 1.51 -2.41 -0.0002
H -1.29 6.09 -0.73 -0.0002
H 0.08 7.17 -1.20 0.0000
H 0.17 6.33 0.27 0.0000
H -0.57 5.68 -3.35 0.0000
H 0.55 4.38 -3.66 -0.0001
H 1.25 5.94 -3.36 0.0000
H 2.00 4.96 0.08 -0.0002
H 2.51 5.98 -1.24 0.0000
H 2.52 4.17 -1.34 -0.0002
H 0.75 0.17 7.41 -0.0013
H 1.71 1.60 7.93 0.0007
H 2.18 0.61 6.53 -0.0025
H -1.46 1.23 6.90 -0.0004
H -1.50 2.87 6.25 -0.0026
H -0.77 2.61 7.91 0.0031
H 2.23 3.36 5.86 -0.0015
H 1.02 3.93 7.13 -0.0001
H 0.68 4.06 5.45 0.0004
O 4.05 0.21 -2.22 0.0200
N 3.36 0.56 -1.26 -0.0089
O 2.75 1.69 -1.23 0.0181
O 3.24 -0.32 -0.29 0.1662
O 4.04 1.91 2.91 0.0361
S 2.62 1.65 2.86 0.0612
O 2.08 1.52 4.28 0.1158
O 2.38 0.18 2.26 0.1896
O 1.77 2.59 2.08 -0.0008
```

***

No. 6
A cluster of 2 separate species, C10H23N3 in total. Source: the OMol25 dataset; level of theory: ωB97M-V with the def2-TZVPD basis set.

Summary:
SMILES string: CC1(C)CCC(C)(C)N1.[H]/N=N\CC
Kohn-Sham gap: 0.3406 hartree
energy relative to the best compared isomer or geometry (same formula, charge and spin): 0.0 kcal/mol
spin multiplicity: 1
energy: -15209.9690 eV
F_max: 0.0782 hartree/bohr

```
36
Properties=species:S:1:pos:R:3:lowdin_charge:R:1
C -2.36 0.41 0.98 -0.1085
C -2.48 -0.98 0.23 -0.0885
C -1.32 1.17 0.16 -0.5088
C -0.99 -1.14 -0.30 -0.5961
C -0.34 1.99 1.01 -0.0432
C -2.01 2.05 -0.96 -0.0140
C -1.07 -2.03 -1.53 -0.0206
C -0.23 -1.77 0.78 -0.0574
C 3.53 -1.18 0.62 -0.0880
C 3.26 0.30 0.25 -0.2743
N -0.49 0.19 -0.55 0.0363
N 2.85 1.56 -1.62 0.0306
N 3.09 0.43 -1.18 -0.0911
H -3.17 1.00 0.90 0.0710
H -2.18 0.01 1.94 0.1004
H -2.83 -1.88 0.91 0.1510
H -3.18 -0.90 -0.56 0.0847
H 0.57 1.45 1.22 0.0286
H -0.66 2.31 2.02 0.0886
H 0.09 2.88 0.61 0.0544
H -1.27 2.18 -1.79 0.0864
H -2.26 3.09 -0.67 0.0837
H -2.85 1.49 -1.34 0.0652
H -1.63 -1.44 -2.21 0.0705
H -1.72 -2.82 -1.35 0.0563
H -0.12 -2.38 -1.92 0.0922
H -0.58 -2.69 1.15 0.0715
H -0.05 -1.00 1.60 0.1150
H 0.79 -2.03 0.53 0.0646
H 2.79 -1.38 1.29 0.0151
H 3.52 -1.85 -0.19 0.0565
H 4.54 -1.24 0.98 0.0611
H 2.37 0.66 0.88 0.1039
H 4.15 0.86 0.59 0.1080
H -0.25 0.38 -1.54 0.1270
H 2.48 2.28 -0.92 0.0680
```